{
  "formula": "C4H6N2O",
  "method": "wB97M-V/def2-TZVPD",
  "elements": ["O", "N", "N", "C", "C", "C", "C", "H", "H", "H", "H", "H", "H"],
  "xyz": [[2.351, -1.086, 0.380], [0.039, -0.882, 0.272], [-2.308, -0.329, -0.034], [-0.943, 0.025, -0.079], [1.104, 0.970, -0.355], [-0.318, 1.176, -0.475], [1.271, -0.308, 0.093], [-0.811, 2.069, -0.835], [-0.098, -1.780, 0.706], [-2.860, 0.338, 0.491], [1.887, 1.683, -0.590], [-2.452, -1.256, 0.351], [3.137, -0.620, 0.074]],
  "nbo_charge": [-0.6749, -0.5564, -0.8165, 0.2828, -0.3904, -0.3443, 0.4177, 0.2201, 0.4104, 0.3787, 0.2187, 0.3647, 0.4894],
  "e_homo_ev": -7.05,
  "mol_weight_da": 98.105,
  "smiles": "Nc1ccc(O)[nH]1",
  "charge": 0,
  "e_tot_ha": -340.7587,
  "orbital_gap_ha": 0.2902,
  "relative_energy_ev": 0.987
}